No. 1
DFT (ωB97M-V with the def2-TZVPD basis set) results for a structure of composition C39H53Br2N5OSiY.

2S+1	1
LUMO	-0.097	Ha
Kohn-Sham gap	7.2	eV
highest occupied orbital energy	-0.36146	hartree
net charge	+1
calculated total energy	-199807.383	eV
energy above the lowest of the compared OMol25 structures with the same formula, charge and spin	0.0	kcal/mol

```
102
Properties=species:S:1:pos:R:3:forces:R:3
Y -0.379 0.105 0.243 0.73 0.76 0.31
C 1.283 -2.836 -1.252 -0.01 0.11 0.04
N 0.099 -2.403 -0.478 -0.08 0.08 -0.15
C 0.223 -2.989 0.871 -0.19 -0.04 0.21
C -1.129 -2.886 -1.127 -0.02 -0.07 -0.02
C -1.299 -4.234 -1.400 -0.08 0.13 -0.03
C -2.484 -4.709 -1.938 0.02 0.10 0.02
C -3.512 -3.812 -2.184 0.03 -0.05 0.01
C -3.358 -2.465 -1.916 -0.02 0.01 -0.09
C -2.158 -1.966 -1.399 0.14 -0.12 0.06
N -1.935 -0.647 -1.055 -0.66 -0.09 -0.29
C -2.965 0.308 -1.161 -0.06 -0.14 -0.16
C -3.520 0.703 -2.380 0.03 -0.02 0.14
C -4.486 1.691 -2.429 -0.04 0.06 0.12
C -4.916 2.304 -1.257 0.08 -0.10 -0.04
C -4.371 1.929 -0.038 0.00 0.00 -0.06
C -3.389 0.952 0.013 0.01 -0.11 -0.09
N -2.726 0.542 1.234 0.18 0.06 -0.05
C -3.280 -0.752 1.692 -0.06 -0.06 -0.03
C -2.823 1.500 2.343 -0.06 -0.02 0.05
H 1.359 -3.925 -1.268 0.00 0.00 -0.02
H 2.185 -2.450 -0.777 -0.01 -0.02 -0.01
H 1.209 -2.478 -2.278 0.00 -0.05 0.07
H 0.449 -4.059 0.825 -0.02 0.01 0.01
H -0.727 -2.876 1.400 0.04 0.06 0.02
H 1.014 -2.487 1.433 0.03 -0.03 -0.01
H -0.503 -4.929 -1.178 0.09 -0.12 0.03
H -2.606 -5.759 -2.145 -0.01 -0.13 -0.03
H -4.453 -4.160 -2.584 -0.06 -0.06 -0.04
H -4.179 -1.789 -2.109 -0.02 0.03 0.01
H -3.181 0.218 -3.285 0.02 -0.03 -0.06
H -4.907 1.987 -3.377 -0.04 0.03 -0.10
H -5.674 3.069 -1.291 -0.10 0.10 0.00
H -4.708 2.412 0.866 -0.03 0.06 0.09
H -4.342 -0.633 1.940 0.10 -0.04 -0.01
H -2.740 -1.072 2.581 0.03 -0.05 0.08
H -3.180 -1.500 0.905 -0.05 0.03 0.08
H -3.848 1.573 2.723 0.02 0.01 0.01
H -2.498 2.492 2.034 0.00 -0.01 0.00
H -2.182 1.149 3.151 0.01 0.01 0.00
Br 0.756 0.164 -2.898 -0.12 -0.02 -0.07
C 2.579 0.243 -2.309 0.23 -0.01 -0.16
Br 2.680 0.253 -0.377 0.11 0.00 0.11
H 3.038 1.159 -2.671 -0.06 -0.14 0.03
H 3.097 -0.647 -2.659 -0.07 0.16 0.04
C 1.823 1.089 6.095 0.05 -0.09 0.08
C 1.465 1.414 4.644 0.03 -0.02 -0.08
C 0.535 2.627 4.616 -0.02 0.02 0.05
C 2.768 1.806 3.933 0.01 0.06 -0.01
Si 0.751 -0.125 3.790 -0.13 0.15 -0.63
O 0.368 0.178 2.200 0.06 -0.22 0.58
C 2.064 -1.467 3.797 0.01 -0.01 0.09
C 2.063 -2.504 4.729 -0.01 -0.04 0.06
C 3.049 -3.481 4.728 -0.02 0.00 0.01
C 4.065 -3.440 3.790 0.07 -0.04 -0.04
C 4.098 -2.412 2.858 0.03 -0.04 0.01
C 3.110 -1.443 2.872 0.03 0.08 -0.10
C -0.744 -0.854 4.676 0.17 -0.11 0.08
C -1.479 -0.243 5.690 -0.12 0.17 -0.02
C -2.559 -0.874 6.292 0.02 -0.01 0.00
C -2.912 -2.158 5.913 -0.06 -0.02 0.08
C -2.172 -2.809 4.939 -0.11 -0.02 -0.04
C -1.111 -2.159 4.335 -0.02 -0.08 -0.06
H 2.282 1.962 6.562 0.05 0.08 0.04
H 2.542 0.272 6.155 0.05 -0.08 0.00
H 0.961 0.813 6.697 -0.14 -0.03 0.05
H 1.016 3.469 5.119 0.05 0.06 0.05
H -0.417 2.463 5.114 -0.13 -0.09 0.10
H 0.317 2.944 3.603 -0.03 0.05 -0.21
H 3.175 2.715 4.383 -0.01 0.05 0.02
H 2.621 2.005 2.871 -0.04 0.00 -0.11
H 3.528 1.034 4.029 0.08 -0.11 0.00
H 1.275 -2.562 5.468 -0.01 0.01 0.05
H 3.023 -4.275 5.462 -0.01 -0.05 0.05
H 4.833 -4.201 3.786 0.03 -0.02 0.00
H 4.899 -2.363 2.133 0.04 0.01 -0.04
H 3.166 -0.638 2.149 -0.03 0.02 0.02
H -1.218 0.745 6.036 0.04 0.13 -0.01
H -3.112 -0.368 7.069 -0.04 0.04 0.06
H -3.743 -2.657 6.392 -0.04 -0.02 0.01
H -2.426 -3.822 4.658 0.02 -0.05 -0.03
H -0.532 -2.703 3.601 0.07 -0.03 -0.11
C 0.937 3.198 -1.379 0.05 -0.15 -0.02
C 1.084 4.734 -1.268 0.09 0.07 -0.10
N 0.144 5.269 -0.297 -0.01 0.02 0.07
C 0.451 4.716 1.017 0.03 0.03 0.07
C 0.429 3.170 0.970 0.04 -0.11 0.06
N -0.021 2.694 -0.360 0.00 -0.11 -0.20
C -1.332 3.326 -0.657 -0.10 -0.14 0.03
C -1.199 4.865 -0.685 -0.15 0.11 -0.01
H 1.895 2.708 -1.206 -0.02 0.04 -0.03
H 0.571 2.900 -2.363 0.00 0.06 0.12
H 0.894 5.209 -2.232 0.03 -0.01 0.01
H 2.094 5.007 -0.959 0.00 0.00 0.00
H -0.281 5.094 1.732 0.00 0.01 0.00
H 1.431 5.078 1.328 0.00 0.01 0.01
H -0.250 2.748 1.712 0.03 0.04 0.01
H 1.415 2.738 1.163 -0.08 0.06 -0.02
H -2.029 3.020 0.119 0.04 0.04 -0.05
H -1.705 2.919 -1.601 0.01 0.04 0.04
H -1.914 5.321 0.002 0.01 0.00 -0.04
H -1.405 5.262 -1.680 0.01 -0.01 0.00
```
Positions in Å, forces in eV/Å.



No. 2
DFT (ωB97M-V with the def2-TZVPD basis set) results for an isolated molecule of C3H3N3O2.

2S+1	1
LUMO	-0.023	Ha
Kohn-Sham gap	9.6	eV
highest occupied orbital energy	-0.37647	hartree
calculated total energy	-11720.367	eV
energy above the lowest of the compared OMol25 structures with the same formula, charge and spin	128.9	kcal/mol

```
11
Properties=species:S:1:pos:R:3:forces:R:3
C 0.176 1.228 -0.181 -0.79 3.52 3.64
C -0.706 -1.720 0.102 1.75 0.49 2.58
C 1.256 -0.595 0.836 1.57 1.27 -0.07
H -1.464 0.949 -1.510 2.65 -1.25 2.41
H -1.265 -2.673 0.443 0.09 1.86 -1.66
H 2.320 -0.916 1.027 -1.48 -0.53 0.38
N -0.687 0.478 -0.851 -5.26 -1.27 -4.74
N 0.204 -1.431 1.028 -2.63 -2.26 -2.96
N 1.231 0.625 0.513 0.28 1.53 -1.80
O -0.178 2.451 -0.065 1.86 -3.73 -0.88
O -0.970 -1.019 -1.103 1.96 0.37 3.09
```
Positions in Å, forces in eV/Å.



No. 3
DFT (ωB97M-V with the def2-TZVPD basis set) results for a cluster of 3 separate species, C2H6N4 in total.

2S+1	1
LUMO	0.001	Ha
Kohn-Sham gap	8.7	eV
highest occupied orbital energy	-0.31855	hartree
calculated total energy	-8123.807	eV
energy above the lowest of the compared OMol25 structures with the same formula, charge and spin	191.1	kcal/mol

```
12
Properties=species:S:1:pos:R:3:forces:R:3
C -0.572 -0.812 -0.060 -1.71 3.40 1.66
C 2.635 0.398 0.104 -3.66 -1.84 -0.94
H -1.917 1.276 1.155 -1.37 -1.18 -4.60
H -3.697 0.496 -0.376 4.46 1.68 1.11
H -0.271 -1.746 0.244 1.06 -2.23 0.00
H 0.423 1.193 -0.455 -0.66 -3.45 1.39
H 3.544 0.150 -0.278 2.70 -1.30 -0.19
H 2.500 1.447 0.247 -0.59 0.76 0.32
N -2.119 0.825 -0.151 -3.45 -0.83 4.20
N -1.811 -0.563 0.134 0.26 0.29 -1.82
N 0.440 0.153 -0.022 -0.59 1.66 -1.56
N 1.640 -0.462 -0.076 3.55 3.03 0.43
```
Positions in Å, forces in eV/Å.



No. 4
DFT (ωB97M-V with the def2-TZVPD basis set) results for an isolated molecule of C2H3OP.

2S+1	1
LUMO	0.032	Ha
Kohn-Sham gap	10.4	eV
highest occupied orbital energy	-0.34969	hartree
calculated total energy	-13455.853	eV
energy above the lowest of the compared OMol25 structures with the same formula, charge and spin	43.9	kcal/mol

```
7
Properties=species:S:1:pos:R:3:forces:R:3
C -0.046 -1.132 -0.137 1.75 1.58 0.91
C 1.127 -0.528 -0.196 -1.58 0.53 0.79
O -0.875 1.860 -0.061 -0.79 -2.33 2.84
P 0.001 0.231 1.019 -0.87 2.11 -2.39
H -0.549 -1.988 -0.431 -0.95 -1.26 -0.77
H 2.102 -0.468 -0.636 0.10 -0.15 -0.15
H -1.760 2.025 0.442 2.35 -0.48 -1.22
```
Positions in Å, forces in eV/Å.